89
Properties=species:S:1:pos:R:3:lowdin_charge:R:1 method="wB97M-V/def2-TZVPD" max_force_ev_per_a=3.74 total_charge=+3 homo_ev=-15.0 e_above_lowest_kcal_mol=85.2 total_energy_ev=-55642.0948 lumo_energy_ev=-12.2
Ba 35.696 -10.999 12.083 1.911
Ba 32.287 -13.018 12.130 1.919
C 33.586 -11.769 8.660 -0.340
O 34.715 -12.604 8.295 -0.143
O 33.619 -11.633 10.065 -0.524
C 33.498 -10.481 7.721 -0.547
F 33.079 -10.757 6.489 0.174
F 32.610 -9.615 8.185 0.171
F 34.664 -9.814 7.642 0.159
C 34.617 -13.312 7.041 -0.204
C 35.826 -14.261 7.006 -0.016
H 36.175 -14.645 7.964 0.066
H 35.602 -15.090 6.334 0.082
H 36.674 -13.699 6.614 0.077
H 34.537 -12.714 6.133 0.112
H 33.706 -13.904 6.952 0.090
H 32.720 -12.375 8.395 0.142
C 32.272 -6.006 6.918 -0.113
O 31.643 -7.230 6.460 -0.129
H 31.584 -5.161 6.917 0.088
H 32.576 -6.145 7.956 0.049
H 33.177 -5.743 6.370 0.071
H 32.322 -7.900 6.357 0.016
C 32.937 -15.554 9.124 -0.116
O 33.294 -14.898 10.295 -0.288
H 32.552 -14.825 8.412 0.069
H 33.797 -15.991 8.616 0.113
H 32.135 -16.272 9.294 0.109
H 34.251 -14.829 10.250 0.032
C 34.416 -7.512 4.003 -0.112
O 34.192 -8.190 5.215 -0.169
H 35.176 -7.993 3.387 0.085
H 33.504 -7.490 3.406 0.096
H 34.717 -6.498 4.267 0.094
H 33.858 -9.054 4.963 0.044
C 29.235 -11.589 6.759 -0.155
O 28.979 -12.911 6.339 -0.104
H 28.389 -10.965 6.471 0.098
H 29.400 -11.492 7.832 0.062
H 30.139 -11.133 6.356 0.058
H 29.439 -13.543 6.897 0.062
C 33.974 -7.594 10.086 -0.128
O 34.376 -8.751 10.746 -0.271
H 32.924 -7.305 10.122 0.107
H 34.566 -6.819 10.572 0.111
H 34.277 -7.782 9.056 0.066
H 33.671 -9.354 10.497 0.012
C 37.492 -15.108 10.705 -0.114
O 36.113 -15.298 10.939 -0.112
H 38.083 -14.861 11.587 0.097
H 37.932 -16.033 10.331 0.107
H 37.663 -14.434 9.866 0.064
H 35.765 -14.655 11.562 0.039
C 32.380 -11.167 2.266 -0.087
O 33.108 -10.689 3.450 -0.155
H 32.090 -10.285 1.695 0.090
H 33.082 -11.762 1.683 0.082
H 31.566 -11.864 2.464 0.068
H 33.469 -11.431 3.941 0.032
C 32.165 -17.039 5.299 -0.168
O 33.410 -16.468 5.219 -0.118
H 31.527 -16.541 4.570 0.086
H 32.106 -18.103 5.070 0.105
H 31.624 -16.735 6.195 0.070
H 34.100 -17.033 5.575 0.096
C 38.001 -11.554 8.843 -0.081
O 36.879 -11.759 9.695 -0.325
H 38.867 -11.310 9.458 0.100
H 38.295 -12.425 8.257 0.097
H 37.743 -10.732 8.175 0.082
H 36.142 -11.970 9.116 0.013
C 37.168 -10.847 4.966 -0.175
O 38.310 -11.582 4.639 -0.089
H 37.067 -10.020 4.262 0.089
H 36.201 -11.348 4.953 0.063
H 37.344 -10.384 5.937 0.050
H 38.177 -11.910 3.746 0.091
C 36.917 -7.467 7.661 -0.138
O 35.841 -6.768 7.018 -0.115
H 36.612 -7.883 8.621 0.044
H 37.318 -8.258 7.027 0.066
H 37.661 -6.702 7.883 0.091
H 35.329 -7.386 6.492 0.011
C 31.375 -13.569 4.761 -0.174
O 32.519 -13.931 4.025 -0.105
H 31.417 -14.131 5.694 0.055
H 31.370 -12.516 5.042 0.058
H 30.418 -13.782 4.285 0.096
H 32.830 -14.808 4.261 0.033